[1]
C2H7NO3 | the ωB97M-V functional and the def2-TZVPD basis

Each line ends with the Mulliken charge.
Atoms and positions in Å:
N  0.46525  -1.30994  1.10866  -0.570
C  0.21135  -1.50082  -0.29769  -0.486
C  -0.15748  -0.28187  -1.12515  0.602
O  0.16932  -0.11959  -2.26721  -0.546
O  -1.03449  0.53027  -0.48116  -0.440
H  1.37884  -1.00156  1.39161  0.267
H  -0.27827  -0.75497  1.50567  0.264
H  1.03524  -1.96665  -0.83072  0.372
H  -0.61884  -2.20189  -0.39432  0.228
H  -1.02692  1.38894  -0.92896  0.329
O  0.23747  2.16955  2.33194  -0.623
H  0.68343  1.37611  2.00649  0.298
H  0.21998  2.74471  1.56062  0.304

Values from the calculation:
E_tot = -9820.196 eV
Relative energy (zero: lowest compared OMol25 entry of this formula, charge and spin) = 73.8 kJ/mol
Total charge = 0
E_HOMO = -9.636 eV
Frontier orbital gap = 10.0 eV
LUMO energy = 0.3 eV

***

[2]
C6H11NO | the ωB97M-V functional and the def2-TZVPD basis

Each line ends with the Mulliken charge.
Atoms and positions in Å:
C  0.10958  -1.11119  -2.81905  -1.238
C  -0.54780  -0.79428  -1.52637  0.804
C  -1.92838  -0.73094  -1.49727  -0.813
N  -2.30514  -0.43876  -0.18984  -0.030
C  -1.15429  -0.25375  0.53892  -0.784
C  -0.04493  -0.44147  -0.25599  0.471
C  1.40063  -0.74607  0.07533  -1.201
H  0.43452  -2.13135  -2.94463  0.266
H  1.01406  -0.48504  -2.91919  0.308
H  -0.51896  -0.85813  -3.69624  0.351
H  -2.66081  -1.05660  -2.22358  0.347
H  -3.26235  -0.52712  0.16285  0.232
H  -1.10370  0.17456  1.52124  0.388
H  1.87918  -1.71156  -0.18808  0.298
H  2.11663  -0.18036  -0.55807  0.292
H  1.48168  -0.59508  1.16135  0.310
O  1.99835  3.66200  5.18483  -0.636
H  1.39745  4.11569  5.79164  0.317
H  1.69430  4.10944  4.38217  0.318

Values from the calculation:
E_tot = -9937.094 eV
Relative energy (zero: lowest compared OMol25 entry of this formula, charge and spin) = 131.3 kJ/mol
Total charge = 0
E_HOMO = -7.948 eV
Frontier orbital gap = 8.8 eV
LUMO energy = 0.8 eV

***

[3]
H4O2 | the ωB97M-V functional and the def2-TZVPD basis

Each line ends with the Mulliken charge.
Atoms and positions in Å:
O  -1.70168  -0.28791  -0.14326  -0.603
H  -0.83901  -0.21768  0.22862  0.318
H  -2.06523  0.51997  0.12004  0.297
O  1.24569  -0.22619  -0.12292  -0.657
H  2.11485  -0.53318  0.13171  0.313
H  1.24537  0.74500  -0.21418  0.331

Values from the calculation:
E_tot = -4159.732 eV
Relative energy (zero: lowest compared OMol25 entry of this formula, charge and spin) = 19.9 kJ/mol
Total charge = 0
E_HOMO = -11.174 eV
Frontier orbital gap = 11.8 eV
LUMO energy = 0.7 eV

***

[4]
C5H12N3 | the ωB97M-V functional and the def2-TZVPD basis

Each line ends with the Mulliken charge.
Atoms and positions in Å:
C  -1.66258  1.17809  0.35532  0.211
C  -2.76684  2.00219  -0.25303  -0.999
C  2.85241  0.97349  -0.45231  -0.547
C  -1.02255  -2.76057  0.26105  -0.537
C  3.72581  0.34439  0.33132  -0.449
N  -0.97606  0.23970  -0.02646  0.385
N  -0.07492  -1.77777  -0.32779  0.169
N  -0.16686  -0.50647  -0.53403  -0.668
H  -1.28410  1.68814  1.40409  0.278
H  -3.48188  2.45752  0.43357  0.333
H  -2.32350  2.75053  -0.77774  0.328
H  -3.31122  1.29378  -0.79213  0.329
H  2.22483  1.80418  -0.20311  0.244
H  0.83796  -2.02626  -0.66810  0.297
H  2.71396  0.85009  -1.54386  0.258
H  -0.42877  -3.02434  1.11389  0.331
H  -1.20785  -3.71623  -0.27282  0.296
H  -2.06507  -2.29422  0.56054  0.238
H  4.59408  -0.16461  -0.01846  0.289
H  3.82315  0.68838  1.41009  0.215

Values from the calculation:
E_tot = -9834.470 eV
Relative energy (zero: lowest compared OMol25 entry of this formula, charge and spin) = 433.6 kJ/mol
Spin multiplicity = 3
Total charge = +1
E_HOMO (spin up / spin down) = -11.173 / -12.918 eV
Frontier orbital gap (spin up / spin down) = 7.6 / 5.2 eV
LUMO energy (spin up / spin down) = -3.5 / -7.7 eV

***

[5]
C5H9ClSi | the ωB97M-V functional and the def2-TZVPD basis

Each line ends with the Mulliken charge.
Atoms and positions in Å:
C  -1.81751  0.64596  0.05367  -0.340
C  -0.91425  1.46731  0.44561  -0.499
C  -1.59053  -0.90652  -0.02706  -0.582
C  -0.08389  -1.08851  -0.37461  -0.616
C  0.61039  -0.10704  0.45318  -0.384
Si  2.23421  0.62439  -0.22352  0.594
Cl  3.96606  -0.22092  0.16801  -0.235
H  -2.77580  0.98939  -0.16090  0.431
H  -0.67128  2.44847  0.56159  0.455
H  -1.75564  -1.30984  1.02717  0.248
H  -2.27509  -1.53116  -0.65937  0.335
H  0.15145  -2.12045  0.01549  0.246
H  0.18942  -0.72598  -1.41358  0.321
H  0.64540  -0.42004  1.54700  0.345
H  2.06701  1.93578  0.25948  -0.170
H  2.02007  0.31914  -1.67218  -0.150

Values from the calculation:
E_tot = -25728.323 eV
Relative energy (zero: lowest compared OMol25 entry of this formula, charge and spin) = 329.7 kJ/mol
Total charge = 0
E_HOMO = -8.974 eV
Frontier orbital gap = 9.8 eV
LUMO energy = 0.9 eV

***

[6]
C2H9N2O2 | the ωB97M-V functional and the def2-TZVPD basis

Each line ends with the Mulliken charge.
Atoms and positions in Å:
C  -0.51890  0.99062  -0.57149  -0.892
C  1.13028  -0.06455  -0.19793  0.664
N  -1.41458  0.04658  0.07629  -0.363
N  0.70506  -1.25938  0.38797  -0.518
O  1.62644  0.82373  0.75462  -0.511
O  1.85634  -0.31287  -1.34998  -0.514
H  -0.52871  1.98886  -0.20156  0.367
H  -0.45595  0.67423  -1.56782  0.451
H  -2.19457  -0.23120  -0.63492  0.366
H  -1.72842  0.31248  0.97390  0.301
H  0.89276  -2.09898  -0.12276  0.256
H  -0.65382  -0.88060  0.19788  0.442
H  0.84121  -1.16294  1.32693  0.261
H  2.60517  0.71440  0.84148  0.330
H  2.59173  0.23060  -1.60491  0.361

Values from the calculation:
E_tot = -9286.670 eV
Relative energy (zero: lowest compared OMol25 entry of this formula, charge and spin) = 318.5 kJ/mol
Total charge = +1
E_HOMO = -13.931 eV
Frontier orbital gap = 10.8 eV
LUMO energy = -3.2 eV